[1]
Entry from OMol25: an isolated ion of composition C9H13O3P and charge -2 in a non-equilibrium geometry (the ωB97M-V functional and the def2-TZVPD basis).

Multiplicity   3
⟨S²⟩   2.008
Total charge   -2
Orbital gap (alpha / beta)   0.1299 / 0.2066 Eh

Geometry as XYZ:
```
26
Properties=species:S:1:pos:R:3:lowdin_charge:R:1
P -3.30266 0.07185 -0.37723 0.1152
O -4.04999 -1.20511 0.02861 -0.4642
O -2.93386 0.13407 -1.84073 -0.4303
O -3.73981 1.31826 0.36065 -0.4389
C -1.83992 -0.19230 2.03852 -0.1327
C 1.39533 -2.11842 -0.99065 -0.1477
C -0.92964 1.21960 0.28363 -0.0785
C -0.73253 -1.32926 0.08512 -0.1397
C 0.16688 1.39830 -0.48214 -0.2729
C -1.54106 -0.11737 0.55391 -0.4796
C 0.83027 2.79454 -0.80080 -0.0706
C 0.86394 0.28550 -0.98543 -0.1052
C 0.52273 -0.98163 -0.64958 -0.3043
H -2.64920 -0.90135 2.02328 0.0398
H 1.07153 3.20220 0.25853 0.0823
H -1.34493 1.93920 1.02187 0.0971
H -2.16498 0.87649 2.40260 0.0961
H 1.55992 -2.94145 -0.25993 0.0546
H 2.39960 -1.90735 -1.43094 0.0507
H 1.82758 0.45868 -1.40442 0.0686
H -1.05931 -0.74317 2.68120 0.0738
H 1.10822 -2.84116 -1.88784 0.0760
H 0.15803 3.54806 -1.02754 0.0157
H 1.60021 2.63610 -1.59156 0.0613
H -0.38842 -1.80138 0.94168 0.0665
H -1.49130 -2.05517 -0.51811 0.1668
```

=====

[2]
Entry from OMol25: a 2-piece molecular cluster, C9H13O5 overall in a non-equilibrium geometry (the ωB97M-V functional and the def2-TZVPD basis).

Energy relative to the best compared isomer or geometry (same formula, charge and spin)   22.6 kJ/mol
Multiplicity   4
⟨S²⟩   3.762
Orbital gap (alpha / beta)   0.2577 / 0.2555 Eh

Geometry as XYZ:
```
27
Properties=species:S:1:pos:R:3:lowdin_charge:R:1
O -2.57012 0.94925 2.94165 0.0412
O 3.99875 -0.48995 -3.59481 0.0083
O 4.29378 -1.71424 -3.68619 0.1177
O 1.55284 0.36744 -3.45580 -0.0065
O 0.10904 -0.78491 -0.97393 0.0286
C -1.15281 -0.55218 1.78783 -0.0053
C 0.43600 0.16713 0.02663 -0.4309
C 0.19755 0.57369 -1.45517 -0.3920
C -2.74021 -1.37033 3.57143 -0.0216
C 1.40873 0.80361 -2.23429 -0.1912
C 1.83288 0.11974 0.54173 -0.0061
C -0.65693 0.41783 0.99127 0.0183
C -2.17660 -0.21708 2.77737 -0.4409
C -1.09906 1.17571 -1.90484 0.0005
H -1.03150 2.27038 -1.92183 0.0938
H 2.06817 1.04590 1.08911 0.1021
H 1.91499 -0.71760 1.25168 0.0951
H -1.03561 1.44723 1.04795 0.1416
H 2.55018 -0.01906 -0.27748 0.0739
H -3.80772 -1.47822 3.35145 0.0915
H -0.82681 -1.59761 1.70571 0.1261
H -2.23509 -2.31241 3.34837 0.0708
H -2.64531 -1.15503 4.63887 0.0882
H 2.26816 1.30224 -1.76614 0.1179
H -1.91828 0.88201 -1.23929 0.0856
H -1.31810 0.83148 -2.92654 0.0951
H 2.58309 0.05502 -3.63473 0.0980
```

=====

[3]
Entry from OMol25: C9H13O5P as an isolated structure in a non-equilibrium geometry (the ωB97M-V functional and the def2-TZVPD basis).

Energy relative to the best compared isomer or geometry (same formula, charge and spin)   259.8 kJ/mol
Total charge   -2
Orbital gap (alpha / beta)   0.2196 / 0.2195 Eh

Geometry as XYZ:
```
28
Properties=species:S:1:pos:R:3:lowdin_charge:R:1
P -1.27532 -1.37895 -0.55914 0.4961
O -2.01940 0.10599 -0.41490 -0.2671
O 2.83235 -1.33012 1.78890 -0.0797
O 1.12411 0.02790 2.21396 -0.0752
O -1.26268 -1.80654 -1.98024 -0.3804
O -1.96870 -2.36612 0.37886 -0.3868
C 1.20353 0.68445 -0.38875 -0.0821
C 0.88168 1.81649 -0.82048 -0.1032
C -2.95523 0.18227 1.73877 -0.0998
C 1.06941 3.26628 -1.01837 -0.1986
C 1.34868 -0.66234 -0.08272 -0.2151
C 1.57109 -3.05118 -0.73062 -0.1317
C -1.79135 0.53275 0.88624 -0.3955
C 1.80010 -0.70799 1.48460 -0.7122
C 2.03401 -1.66659 -1.03384 -0.2588
H 1.59822 -1.26948 -1.91302 0.0694
H -0.94160 0.04176 1.22699 0.0254
H 0.78526 3.88903 0.00631 0.1071
H 2.05097 3.61051 -1.37756 0.0318
H 0.67996 -3.10458 -0.26199 -0.0002
H 2.20552 -3.44583 0.11835 0.0911
H 3.16182 -1.34163 -0.91867 0.1409
H -3.41059 -0.66490 1.39183 0.0143
H -3.74563 0.89301 1.59112 0.0472
H 0.34563 3.62148 -1.88312 0.0685
H 1.64727 -3.66855 -1.57006 0.0428
H -2.74396 -0.02300 2.85630 0.1080
H -1.50277 1.65874 0.70568 0.1437
```

=====

[4]
Entry from OMol25: a 2-piece molecular cluster, C9H14 overall in a non-equilibrium geometry (the ωB97M-V functional and the def2-TZVPD basis).

Energy relative to the best compared isomer or geometry (same formula, charge and spin)   22.8 kJ/mol
Multiplicity   2
⟨S²⟩   0.758
Total charge   -1
Orbital gap (alpha / beta)   0.0973 / 0.2635 Eh

Geometry as XYZ:
```
23
Properties=species:S:1:pos:R:3:lowdin_charge:R:1
C -2.37088 -0.41519 0.39112 -0.1968
C -2.08872 -1.79043 0.67789 -0.1583
C 0.22875 -1.23132 0.96225 -0.1470
C -1.39387 0.55277 0.51505 -0.2122
C 1.64521 2.29710 -2.08147 -0.1746
C -0.38700 -3.63801 1.08729 -0.1117
C -0.08431 0.14945 0.86222 -0.2039
C -0.76987 -2.19562 0.91213 -0.3717
C 1.82917 3.24630 -0.88659 -0.1844
H 2.66766 2.96941 -0.25347 0.0526
H 0.91291 3.28128 -0.29069 0.0511
H -0.75436 -4.24796 0.27094 0.0542
H -1.68323 1.59375 0.40647 0.0649
H 2.00488 4.26676 -1.22903 0.0465
H 0.69532 -3.75556 1.11750 0.0526
H -2.91868 -2.47986 0.58484 0.0534
H 2.40454 1.51659 -2.12375 0.0566
H 0.66534 1.80862 -2.04817 0.0579
H 0.65868 0.93900 0.83821 0.0344
H -0.78610 -4.08088 2.01575 0.0600
H 1.66173 2.84113 -3.01773 0.0433
H -3.39871 -0.13200 0.15373 0.0639
H 1.26155 -1.49535 1.13551 0.0692
```

=====

[5]
Entry from OMol25: a 2-piece molecular cluster, C9H14 overall in a non-equilibrium geometry (the ωB97M-V functional and the def2-TZVPD basis).

Energy relative to the best compared isomer or geometry (same formula, charge and spin)   77.9 kJ/mol
Multiplicity   2
⟨S²⟩   0.753
Total charge   -1
Orbital gap (alpha / beta)   0.0986 / 0.3265 Eh

Geometry as XYZ:
```
23
Properties=species:S:1:pos:R:3:lowdin_charge:R:1
C 0.13949 1.53261 0.10089 -0.3576
C -0.31949 0.33854 0.64050 -0.1137
C -0.65095 2.29206 -0.91680 -0.1633
C 0.41661 -0.33777 1.66136 -0.1636
C 2.20582 1.27135 1.40993 -0.1647
C 1.63522 0.15016 2.03286 -0.1906
C -1.90337 -2.44569 -2.52385 -0.2527
C 1.41294 1.97302 0.50980 -0.1498
C -1.64192 -3.49757 -1.42203 -0.2206
H -2.22668 -3.03972 -3.38222 0.0379
H 2.18207 -0.39898 2.79666 0.0753
H 0.03034 2.71568 -1.66598 0.0568
H -2.78670 -1.79546 -2.46015 0.0372
H 1.86414 2.74133 -0.11526 0.0770
H -0.08707 -1.21713 2.04417 0.0705
H -0.73869 -3.34743 -0.82799 0.0448
H 3.21583 1.59514 1.61491 0.0673
H -1.33405 2.94314 -0.38104 0.0671
H -1.30865 0.04629 0.30657 0.0784
H -2.44956 -3.62873 -0.69996 0.0457
H -1.10445 1.54572 -1.58912 0.0485
H -1.48833 -4.41344 -1.98877 0.0388
H -1.07892 -1.74920 -2.65627 0.0312
```

=====

[6]
Entry from OMol25: a 2-piece molecular cluster, C9H14 overall in a non-equilibrium geometry (the ωB97M-V functional and the def2-TZVPD basis).

Energy relative to the best compared isomer or geometry (same formula, charge and spin)   52.3 kJ/mol
Orbital gap   0.3680 Eh

Geometry as XYZ:
```
23
Properties=species:S:1:pos:R:3:lowdin_charge:R:1
C -0.16794 -1.47335 -0.19087 -0.0878
C 2.71678 2.03033 2.71094 -0.1733
C -0.79772 -0.09436 -3.65387 -0.0648
C -1.06984 -0.63017 -2.30356 -0.2996
C -2.33506 -0.75709 -1.78172 -0.0585
C 1.67079 1.17971 3.41056 -0.1808
C -2.57698 -1.16830 -0.46040 -0.0759
C -0.01477 -1.11857 -1.52015 -0.0595
C -1.46115 -1.44731 0.30751 -0.1164
H 1.15295 1.62041 4.26178 0.0604
H 0.81942 1.02159 2.73457 0.0557
H -1.66899 -0.04512 -4.31799 0.0778
H 1.97849 0.15222 3.60598 0.0583
H 0.73811 -1.76904 0.31498 0.1006
H 3.17991 1.47645 1.89770 0.0612
H -3.21322 -0.38846 -2.30799 0.1097
H 2.24585 2.96156 2.38967 0.0620
H -1.55412 -1.71430 1.35856 0.0985
H 0.96720 -1.23475 -1.96931 0.1093
H -0.10502 -0.71634 -4.22206 0.0809
H -0.48066 0.95013 -3.58088 0.0868
H 3.53191 2.40333 3.33190 0.0564
H -3.55595 -1.23860 -0.01533 0.0989
```

=====

[7]
Entry from OMol25: a 2-piece molecular cluster, C9H14 overall in a non-equilibrium geometry (the ωB97M-V functional and the def2-TZVPD basis).

Energy relative to the best compared isomer or geometry (same formula, charge and spin)   63.1 kJ/mol
Orbital gap   0.3674 Eh

Geometry as XYZ:
```
23
Properties=species:S:1:pos:R:3:lowdin_charge:R:1
C 1.74826 1.10803 -1.34197 -0.1569
C -0.96626 0.77530 1.17664 -0.0704
C -1.65254 0.21216 -1.04983 -0.1167
C -0.46428 -0.50671 1.38993 -0.2943
C -0.00507 -0.92127 2.74422 -0.0649
C -1.06465 -1.02671 -0.90365 -0.0959
C 3.01233 0.43173 -1.97003 -0.1544
C -0.54303 -1.42865 0.33182 -0.0402
C -1.49761 1.16296 -0.04991 -0.0932
H -0.86098 1.57788 1.89780 0.1079
H -0.39646 -1.88313 3.09247 0.0800
H 0.92500 0.90595 -2.00937 0.0493
H 2.95242 -0.62237 -1.68759 0.0529
H 3.92423 0.81894 -1.53055 0.0555
H 1.62043 0.82163 -0.30590 0.0507
H 1.98940 2.17342 -1.30260 0.0609
H 1.06545 -1.17975 2.71048 0.0849
H 2.91595 0.45471 -3.05170 0.0570
H -0.22053 -2.41650 0.63458 0.1088
H -1.86406 2.17821 0.02559 0.1022
H -1.10412 -1.68599 -1.76056 0.1014
H -0.16992 -0.20312 3.53727 0.0732
H -2.08760 0.53098 -1.98866 0.1022
```

=====

[8]
Entry from OMol25: a 2-piece molecular cluster, C9H14 overall in a non-equilibrium geometry (the ωB97M-V functional and the def2-TZVPD basis).

Energy relative to the best compared isomer or geometry (same formula, charge and spin)   197.6 kJ/mol
Orbital gap   0.3592 Eh

Geometry as XYZ:
```
23
Properties=species:S:1:pos:R:3:lowdin_charge:R:1
C 0.20060 -0.53429 2.78054 -0.1572
C -1.44660 -0.47059 -1.25788 -0.0538
C 0.40694 1.10282 -1.35325 -0.0316
C -1.15071 1.20863 0.49069 -0.1386
C 0.04206 1.51764 -0.07347 -0.1162
C 1.55744 -0.86988 2.17787 -0.1767
C 0.09259 -0.18843 -3.33456 -0.0751
C -0.37466 0.06186 -1.96593 -0.2688
C -1.74262 0.07265 -0.03243 -0.1109
H -1.81882 -1.50059 -1.42334 0.1237
H -2.52663 -0.48365 0.51299 0.1175
H 0.31354 -0.11224 3.78014 0.0588
H 0.60945 2.31712 0.41668 0.1148
H 2.27499 -1.22344 2.96302 0.0729
H -0.34601 0.12168 2.14100 -0.0124
H 1.25443 0.15823 -3.63148 0.1509
H -0.43254 -1.53304 2.92722 0.1124
H 2.01898 -0.06896 1.62035 0.0481
H 1.35995 1.28725 -1.87259 0.1031
H -1.57384 1.81477 1.24389 0.1050
H 0.12573 -1.19732 -3.57344 0.0446
H -0.51745 0.21740 -4.04742 0.0439
H 1.67317 -1.69761 1.51140 0.0459
```